DFT (ωB97M-V/def2-TZVPD) results for C13H24Cl2NO4P2Pm as an isolated structure at a distorted geometry.

```
47
Properties=species:S:1:pos:R:3
Pm -0.059 -0.449 0.469
P -2.058 0.520 1.633
C -1.870 2.228 0.887
C -0.480 2.751 0.626
N 0.498 1.855 0.411
C 1.772 2.200 0.151
C 2.108 3.541 0.104
C 1.122 4.501 0.310
C -0.185 4.100 0.568
C 2.782 1.093 -0.026
P 2.174 -0.561 -0.679
H -0.974 4.827 0.728
H 3.135 3.828 -0.094
H 1.371 5.559 0.269
H 3.566 1.392 -0.737
H 3.283 0.917 0.949
H -2.427 2.233 -0.087
H -2.428 2.892 1.563
H -2.049 -0.180 -3.967
O -2.717 0.489 -4.151
H -2.438 0.968 -4.943
H 0.779 -3.111 -3.778
O 0.364 -3.109 -4.652
H 0.612 -3.943 -5.075
C 2.179 -0.370 -2.445
H 3.211 -0.157 -2.733
H 1.857 -1.299 -2.944
H 1.536 0.446 -2.815
C 3.370 -1.757 -0.196
H 3.103 -2.754 -0.578
H 4.318 -1.450 -0.642
H 3.503 -1.839 0.894
C -1.826 0.764 3.383
H -2.612 1.451 3.707
H -1.937 -0.187 3.928
H -0.848 1.194 3.658
C -3.694 -0.004 1.272
H -3.896 -0.995 1.705
H -4.365 0.727 1.727
H -3.910 -0.057 0.193
Cl -2.587 -4.877 1.038
C -0.975 -4.634 1.744
Cl 0.246 -5.563 0.848
C -0.609 -3.118 1.699
O -0.391 -2.515 2.769
O -0.566 -2.586 0.523
H -0.984 -4.962 2.785
```

Values from the calculation:
HOMO energy (alpha / beta) (eV): -15.4 / -15.3
Expectation value of S²: 6.015
Energy relative to the best compared isomer or geometry (same formula, charge and spin) (kcal/mol): 70.7
Frontier orbital gap (alpha / beta) (eV): 8.02 / 8.13
Spin multiplicity: 5
Calculated total energy (eV): -83712.4408
LUMO level (alpha / beta) (eV): -7.4 / -7.1
Net charge: +2